# 1
A cluster of 9 separate species, C5H26NO9 in total in a non-equilibrium geometry, computed with ωB97M-V/def2-TZVPD.

The geometry in XYZ format:
```
41
Properties=species:S:1:pos:R:3:forces:R:3
O -2.629398 0.605711 1.729844 0.15 -0.62 0.04
C -2.660314 -0.584971 1.465420 -0.59 3.97 -1.05
C -2.472125 -0.937104 -0.014411 -0.08 -0.74 0.67
C -1.161662 -1.632317 0.062320 3.34 -0.31 1.04
C -0.554477 -2.366418 -1.094998 0.71 -1.03 -1.11
C -0.202444 -1.933765 -2.305130 -0.86 -0.80 -1.45
N -2.455230 0.334709 -0.837943 1.06 -1.46 -1.06
H -2.829709 -1.236386 2.275479 -0.06 -1.71 0.50
H -3.309599 -1.550397 -0.318184 -0.11 -0.23 -0.44
H -1.088722 -2.451360 0.882253 -0.78 2.25 -1.20
H -0.446638 -0.742887 0.433982 -1.04 -2.08 -0.66
H -0.280156 -3.453053 -0.950886 -0.82 1.18 0.17
H -0.313982 -0.917141 -2.679004 -0.06 0.05 0.25
H -0.043200 -2.681232 -3.143057 0.46 0.96 1.30
H -2.412817 1.096626 -0.173717 -0.37 0.72 0.55
H -3.293556 0.309701 -1.394995 -0.62 0.66 -0.02
H -1.687071 0.555121 -1.592488 -0.89 -0.40 1.57
H 2.696725 -1.223688 2.379358 1.07 0.75 0.58
H 1.566321 -0.013153 2.074052 0.58 1.25 0.82
O 1.853477 -0.930854 2.081718 -1.53 -1.59 -0.78
H 0.600532 2.338751 -1.463099 0.32 0.83 1.54
H 1.614340 2.975024 -0.622543 0.14 0.31 0.69
O 0.648496 2.999358 -0.707446 -0.08 -1.28 -1.82
H 2.295196 -0.643118 0.444349 0.16 -0.51 0.13
H 2.904659 -1.581971 -0.643390 -0.04 -0.79 0.01
O 2.841470 -0.679183 -0.358450 0.19 0.13 -0.74
H 3.788883 2.065016 0.249264 -0.98 -0.65 -0.24
H 2.740239 1.155527 -0.563155 0.57 0.35 0.80
O 2.863566 1.727652 0.222041 0.70 1.09 -0.18
H -0.857682 2.726628 -1.948089 -0.12 0.28 -0.19
H -0.519666 1.710567 -3.084496 0.46 0.21 -0.47
O -1.197773 1.988303 -2.470793 -0.59 -0.46 0.05
H 0.142184 1.706374 2.978963 0.85 -0.64 -1.19
H 0.730212 2.270404 1.681856 0.28 0.15 -0.57
O 0.688914 1.453960 2.182093 -1.24 0.38 1.63
H -0.485205 -3.126474 2.805361 0.46 -0.26 0.47
H 0.504192 -1.868322 2.657333 0.21 -0.31 -0.04
O -0.404286 -2.202834 2.579136 -0.64 0.11 0.69
H 2.865056 0.612006 -2.338151 -0.40 0.48 -0.77
H 1.724340 -0.233341 -2.148005 -0.45 0.32 -0.24
O 1.924437 0.602869 -2.611475 0.65 -0.56 0.69
```
Forces are in eV/Å.

Values from the calculation:
Net charge: +1
Orbital gap (eV): 10.73

Atom charges from the Löwdin analysis, given in e for atoms 1 to 2: 0.063 -0.153

# 2
The ion C12H23BrN4O3P with charge +1, computed with ωB97M-V/def2-TZVPD.

The geometry in XYZ format:
```
44
Properties=species:S:1:pos:R:3:forces:R:3
C 4.005695 3.456536 -0.503313 0.05 -0.03 -0.19
C 4.691109 2.134428 -0.707528 0.17 -0.19 0.02
O 5.179660 1.743232 -1.737618 -0.15 0.12 0.21
O 4.704244 1.420568 0.438454 -0.15 0.13 -0.02
C 5.360011 0.139784 0.392508 0.04 -0.01 0.06
C 4.495675 -0.931955 -0.247972 -0.10 0.07 -0.05
C 3.366935 -1.461484 0.647668 0.01 0.11 -0.05
C 2.026406 -0.770840 0.394727 -0.04 0.10 -0.02
C 1.382334 -1.160965 -0.952014 0.06 0.14 -0.04
C -0.072819 -1.638230 -0.855557 -0.03 -0.03 -0.07
C -1.119432 -0.537157 -1.117301 0.06 0.06 0.05
C -2.320868 -0.552955 -0.161948 -0.06 -0.08 0.02
N -3.585590 -0.607745 -0.896167 0.10 -0.04 -0.10
C -4.800849 -0.335471 -0.468183 0.18 -0.10 0.07
N -5.866021 -0.337712 -1.299989 0.05 0.04 -0.06
C -6.876830 0.020074 -0.551278 -0.14 -0.12 -0.14
N -6.526528 0.232619 0.708463 0.08 0.13 0.06
N -5.167592 -0.010978 0.809890 -0.21 0.09 0.05
P -4.248300 0.085402 2.345359 0.14 0.16 -0.02
O -4.438510 1.646136 2.693569 0.04 -0.25 -0.08
Br -5.800050 -0.812717 3.645980 -0.07 -0.05 0.06
H 4.538572 4.039654 0.245328 0.02 -0.02 0.04
H 3.992390 3.993113 -1.446695 -0.02 0.03 0.00
H 2.989226 3.302334 -0.145312 -0.02 -0.02 0.03
H 6.311795 0.246767 -0.123545 -0.03 0.03 -0.11
H 5.554060 -0.091548 1.438853 0.04 -0.03 0.01
H 5.154436 -1.741555 -0.562779 0.03 -0.05 0.04
H 4.068467 -0.509078 -1.159104 0.11 -0.10 -0.13
H 3.639702 -1.326020 1.696809 0.04 -0.08 0.03
H 3.244854 -2.534209 0.484130 -0.03 -0.04 0.06
H 1.343331 -1.016657 1.212431 -0.03 0.00 0.01
H 2.187487 0.309053 0.431807 -0.06 0.02 0.10
H 1.422013 -0.310194 -1.636477 0.04 -0.04 -0.10
H 1.985588 -1.937306 -1.424819 -0.02 -0.08 0.05
H -0.227814 -2.442363 -1.575349 -0.08 -0.07 0.04
H -0.245358 -2.067301 0.133774 0.05 -0.07 0.01
H -0.639755 0.439375 -1.057661 -0.02 0.04 0.02
H -1.488247 -0.621499 -2.141780 0.07 0.04 -0.05
H -2.259632 -1.411474 0.510034 -0.02 0.02 0.05
H -2.333143 0.351992 0.448054 0.05 0.01 0.05
H -3.548557 -0.880293 -1.867732 -0.04 0.05 -0.03
H -7.892581 0.122858 -0.899280 -0.05 0.04 0.05
H -7.077104 0.479665 1.514850 0.00 -0.05 0.05
H -5.108400 1.884099 3.346707 -0.06 0.09 0.02
```
Forces are in eV/Å.

Values from the calculation:
Net charge: +1
SMILES string: CC(=O)OCCCCCCCCNc1nc[nH][n+]1P(O)Br
Orbital gap (eV): 8.42

Atom charges from the Löwdin analysis, given in e for atoms 1 to 2: 0.023 -0.540

Number 1: HOMO -13.24 eV, total energy -937.71303 Ha. Number 2: HOMO -11.93 eV, total energy -3830.98865 Ha.